Arrangement a

The following is a quantum chemistry calculation of C2H4N4S2 in the gas phase, from the Open Molecules 2025 dataset.

Atoms and positions in Å:
C  -0.99  0.57  -0.70
C  1.79  -0.82  0.53
N  -0.78  1.75  -0.65
N  0.41  2.34  -0.30
N  1.34  1.49  -0.11
N  0.97  0.27  -0.09
S  -3.13  -0.96  0.61
S  -1.67  -0.90  -0.84
H  1.25  -1.80  0.48
H  2.63  -0.86  -0.16
H  2.11  -0.69  1.50
H  -3.93  -0.37  -0.25

Molecular weight (g/mol): 148.22
Kohn-Sham gap (eV): 8.2
E_HOMO (eV): -8.837

Atomic partial charges in e from the Mulliken method, atoms 1 to 4: 0.56, -0.69, 0.00, -0.50

=====

Arrangement b

The following is a quantum chemistry calculation of C2H4N4S2 in the gas phase, from the Open Molecules 2025 dataset.

Atoms and positions in Å:
C  -0.40  -0.64  1.25
C  0.20  0.69  -1.21
H  0.94  0.81  2.09
H  1.24  1.99  -0.11
H  -0.27  -1.15  -2.14
H  -1.29  -1.95  0.05
N  0.17  0.60  1.23
N  0.51  1.20  0.00
N  -0.44  -0.46  -1.18
N  -0.85  -1.06  0.00
S  -0.55  -1.43  2.76
S  0.73  1.39  -2.74

Molecular weight (g/mol): 148.22
Kohn-Sham gap (eV): 8.3
Structure (SMILES): S=C1NNC(=S)NN1
E_HOMO (eV): -8.342

Atomic partial charges in e from the Mulliken method, atoms 1 to 4: 0.18, 0.25, 0.36, 0.26

=====

It comes down to arrangement b, which is 33.4 kcal/mol more stable than the next structure.

=====

Arrangement a

The following is a quantum chemistry calculation of 4 unconnected molecules or ions with the total composition C3H15NO4, from the Open Molecules 2025 dataset.

Atoms and positions in Å:
C  1.43  -0.46  -0.34
O  0.39  -1.22  -1.01
C  1.01  1.01  -0.13
C  2.07  1.68  0.78
N  -0.35  1.06  0.29
H  2.25  -0.47  -1.06
H  1.67  -0.94  0.60
H  0.35  -0.99  -1.94
H  1.17  1.52  -1.07
H  2.90  2.11  0.22
H  1.58  2.49  1.32
H  2.58  1.03  1.49
H  -0.75  1.98  0.18
H  -0.85  0.39  0.84
H  -1.73  0.79  -3.17
H  -1.23  0.31  -1.76
O  -2.01  0.57  -2.28
H  -0.54  -2.75  1.76
H  -0.98  -2.92  0.32
O  -1.31  -2.68  1.19
H  -2.17  -0.93  0.66
H  -2.76  -1.18  1.85
O  -2.72  -0.40  1.26

Molecular weight (g/mol): 129.16
Kohn-Sham gap (eV): 9.2
Structure (SMILES): C[C@H](N)CO.O.O.O
E_HOMO (eV): -8.729

Atomic partial charges in e from the Mulliken method, atoms 1 to 4: -0.82, -0.48, 0.59, -1.39

=====

Arrangement b

The following is a quantum chemistry calculation of 5 unconnected molecules or ions with the total composition C3H15NO4, from the Open Molecules 2025 dataset.

Atoms and positions in Å:
C  -0.60  -1.00  2.11
C  -1.47  -0.53  0.97
C  -2.13  -1.40  0.20
N  -1.70  0.82  0.91
H  -0.73  -2.02  2.45
H  -0.72  -0.31  2.93
H  0.45  -0.90  1.82
H  -2.81  -0.92  -0.52
H  -2.03  -2.47  0.08
H  -0.88  1.39  1.10
H  -2.37  1.13  0.22
H  1.93  2.76  -2.16
H  0.82  1.76  -2.22
O  0.98  2.70  -2.05
H  0.95  2.36  -0.22
H  1.78  1.31  0.49
O  1.17  2.04  0.67
H  1.50  -0.64  -0.81
H  2.63  -0.24  -1.75
O  2.27  -0.05  -0.87
H  -0.37  -1.53  -1.00
H  0.75  -2.59  -1.12
O  0.58  -1.65  -1.22

Molecular weight (g/mol): 129.16
Kohn-Sham gap (eV): 8.7
Structure (SMILES): C=C(C)N.O.O.O.O
E_HOMO (eV): -8.374

Atomic partial charges in e from the Mulliken method, atoms 1 to 4: -1.23, 1.02, -1.37, -0.53

=====

It comes down to arrangement b, which is 10.8 kcal/mol more stable than the next structure.

=====

Arrangement a

The following is a quantum chemistry calculation of 21 unconnected molecules or ions with the total composition H41O21, from the Open Molecules 2025 dataset.

Atoms and positions in Å:
O  -3.17  -2.33  -3.14
H  -3.58  -3.10  -2.84
H  -2.29  -2.80  -3.26
O  -2.36  -0.42  4.85
H  2.66  -1.10  -0.81
H  -2.02  -0.88  3.99
O  -1.73  -4.30  -1.47
H  -1.36  -5.23  -1.38
H  -2.12  -4.09  -0.64
O  -1.20  0.01  1.89
H  -0.53  0.52  2.28
H  -1.08  -1.80  1.44
O  1.47  2.34  -1.77
H  0.80  2.93  -2.06
H  2.19  2.59  -1.31
O  5.54  0.66  0.37
H  5.51  0.75  -0.56
H  5.26  -0.23  0.63
O  -3.04  -0.57  -0.15
H  -3.33  0.14  0.41
H  -2.32  0.54  4.75
O  -3.14  1.69  1.99
H  -2.07  0.65  1.88
H  -4.00  1.28  1.94
O  1.34  -0.05  0.21
H  1.07  -0.61  0.87
H  0.72  0.49  -0.04
O  -0.92  -2.65  1.90
H  -3.74  -1.24  -0.30
H  -0.94  -2.54  2.86
O  1.25  -3.72  -3.81
H  -3.20  2.08  -0.22
H  1.53  -3.58  -2.84
O  4.33  -0.97  2.63
H  4.67  -1.10  1.77
H  3.93  -0.07  2.58
O  -0.32  -0.77  -3.10
H  -1.34  -0.90  -3.39
H  -0.38  -0.02  -2.48
O  -1.75  3.14  -2.43
H  -2.17  3.26  -3.34
H  -2.47  3.07  -1.85
O  -0.43  3.87  1.16
H  -0.43  3.32  0.43
H  -1.33  3.73  1.59
O  -3.75  2.85  -0.05
H  -3.77  2.87  1.07
O  2.16  -4.03  1.65
H  1.55  -3.27  1.74
H  2.95  -3.61  1.93
O  2.72  1.61  2.23
H  2.41  1.32  1.30
H  2.26  2.29  2.69
O  -2.71  0.20  -2.57
H  -2.62  1.21  -2.76
H  -2.77  0.07  -1.56
O  2.73  4.99  0.18
H  1.94  4.68  0.61
H  3.20  4.16  0.21
O  3.46  -1.58  -0.78
H  3.17  -2.01  0.13
H  0.32  -3.78  -3.77

Molecular weight (g/mol): 377.31
Kohn-Sham gap (eV): 8.8
E_HOMO (eV): -6.702
Net charge: -1

Atomic partial charges in e from the Mulliken method, atoms 1 to 4: -0.56, 0.28, 0.27, -0.65

=====

Arrangement b

The following is a quantum chemistry calculation of 21 unconnected molecules or ions with the total composition H41O21, from the Open Molecules 2025 dataset.

Atoms and positions in Å:
O  -1.10  1.33  -3.00
H  -0.99  0.79  -2.12
H  -1.92  1.67  -3.33
O  -1.68  -4.24  -2.51
H  3.79  -2.96  0.34
H  -1.41  -3.83  -3.34
O  -4.14  3.00  1.75
H  0.91  0.71  1.13
H  -4.36  2.28  1.17
O  1.33  1.23  1.86
H  -3.35  2.85  2.27
H  -4.88  1.59  -1.41
O  0.57  -2.93  -1.55
H  0.54  -2.77  -0.60
H  0.06  -2.15  -1.82
O  -0.29  -0.21  -1.23
H  1.53  -1.76  0.73
H  0.58  0.12  -1.04
O  0.86  -1.17  1.08
H  -0.32  0.15  4.74
H  -1.17  -3.66  -1.91
O  -0.32  -0.63  4.17
H  0.67  1.94  1.78
H  0.62  -0.82  4.23
O  -2.36  0.83  0.06
H  -1.53  0.46  -0.36
H  -3.06  0.18  -0.09
O  -4.67  2.02  -2.23
H  0.02  -1.40  0.65
H  -4.10  2.76  -2.13
O  -1.79  -3.49  0.71
H  3.85  -1.23  3.11
H  -1.54  -3.90  1.55
O  4.20  3.31  -0.36
H  3.33  2.90  -0.39
H  4.53  2.79  0.39
O  -3.65  -1.53  1.03
H  -4.05  -2.24  1.54
H  -2.71  -1.74  1.01
O  2.69  4.35  2.00
H  2.37  3.88  1.23
H  3.21  3.84  2.61
O  1.62  1.17  -3.01
H  1.64  0.58  -3.75
H  1.15  1.12  -2.20
O  3.19  -1.56  3.72
H  2.40  -1.70  3.19
O  1.70  4.42  -0.58
H  1.02  4.40  -1.30
H  1.87  5.26  -0.16
O  -0.41  -1.50  -4.17
H  0.17  -1.94  -3.52
H  -0.33  -0.63  -3.73
O  -0.18  -3.96  2.83
H  -0.26  -3.03  2.58
H  0.67  -4.29  3.09
O  0.06  3.83  -2.49
H  0.66  3.22  -2.95
H  -0.56  3.19  -2.10
O  3.25  -3.36  1.03
H  3.90  -3.33  1.74
H  -1.80  -4.21  0.08

Molecular weight (g/mol): 377.31
Kohn-Sham gap (eV): 8.7
E_HOMO (eV): -6.986
Net charge: -1

Atomic partial charges in e from the Mulliken method, atoms 1 to 4: -0.62, 0.52, 0.15, -0.71

=====

It comes down to arrangement b, which is 41.7 kcal/mol more stable than the next structure.

=====

Arrangement a

The following is a quantum chemistry calculation of a molecular structure, C53H47As2FIrN2O3SeTe, from the Open Molecules 2025 dataset.

Atoms and positions in Å:
Ir  -0.38  0.14  -0.45
C  7.16  1.10  -0.22
C  6.61  0.18  0.86
C  7.18  0.57  2.21
C  6.54  -0.22  3.33
C  5.06  0.05  3.33
C  4.31  0.04  4.49
C  2.95  0.30  4.44
F  2.26  0.28  5.59
C  2.30  0.57  3.27
C  3.03  0.55  2.08
C  2.34  0.75  0.81
O  1.14  1.16  0.82
C  3.08  0.42  -0.34
C  4.43  0.21  -0.24
N  5.12  0.25  0.90
C  4.41  0.31  2.11
C  2.48  0.24  -1.70
O  3.22  -0.03  -2.63
O  1.19  0.36  -1.84
H  8.25  1.16  -0.12
H  6.75  2.10  -0.12
H  6.95  0.74  -1.23
H  6.89  -0.85  0.64
H  7.01  1.64  2.38
H  8.26  0.40  2.19
H  6.97  0.04  4.30
H  6.71  -1.29  3.18
H  4.78  -0.19  5.44
H  1.24  0.77  3.25
H  4.97  -0.02  -1.15
C  -1.63  3.10  -0.71
C  -2.49  2.64  0.47
As  -1.75  1.05  1.38
C  -3.42  0.23  1.87
C  -4.25  0.81  2.82
C  -5.50  0.25  3.08
C  -5.91  -0.88  2.39
C  -5.08  -1.45  1.43
C  -3.83  -0.90  1.18
C  -1.10  1.78  3.03
C  -0.42  2.99  3.02
C  0.16  3.47  4.19
C  0.06  2.73  5.36
C  -0.62  1.52  5.37
C  -1.20  1.04  4.21
As  -1.49  1.62  -1.99
C  -0.78  2.41  -3.58
C  0.34  3.23  -3.51
C  0.89  3.75  -4.67
C  0.34  3.43  -5.90
C  -0.77  2.59  -5.97
C  -1.33  2.07  -4.81
C  -3.35  1.37  -2.41
C  -3.90  0.10  -2.31
C  -5.24  -0.10  -2.60
C  -6.04  0.97  -2.98
C  -5.49  2.24  -3.08
C  -4.14  2.45  -2.80
H  -0.62  3.35  -0.39
H  -2.05  3.98  -1.19
H  -3.48  2.34  0.13
H  -2.61  3.45  1.19
H  -3.93  1.70  3.36
H  -6.14  0.70  3.82
H  -6.88  -1.32  2.59
H  -5.41  -2.34  0.90
H  -3.18  -1.34  0.44
H  -0.32  3.55  2.10
H  0.68  4.42  4.18
H  0.53  3.09  6.27
H  -0.69  0.95  6.29
H  -1.74  0.11  4.21
H  0.79  3.46  -2.54
H  1.75  4.40  -4.61
H  0.78  3.82  -6.81
H  -1.20  2.34  -6.93
H  -2.18  1.42  -4.87
H  -3.27  -0.73  -2.00
H  -5.67  -1.10  -2.54
H  -7.09  0.82  -3.19
H  -6.11  3.08  -3.38
H  -3.71  3.44  -2.90
Se  0.85  -2.26  1.27
C  -0.73  -2.75  2.22
C  -1.60  -3.74  1.77
C  -2.72  -4.04  2.53
N  -3.01  -3.45  3.68
C  -2.15  -2.53  4.13
C  -1.00  -2.16  3.45
H  -1.40  -4.28  0.86
H  -3.43  -4.80  2.20
H  -2.39  -2.09  5.09
H  -0.31  -1.43  3.86
C  -1.25  -2.45  -3.32
Te  -0.44  -2.32  -1.27
C  1.32  -2.59  -2.44
C  0.89  -3.68  -3.38
C  1.71  -4.72  -3.79
C  1.20  -5.71  -4.63
C  -0.12  -5.67  -5.04
C  -0.95  -4.63  -4.62
C  -0.45  -3.62  -3.81
H  -0.97  -1.51  -3.80
H  -2.33  -2.59  -3.38
H  2.19  -2.83  -1.83
H  1.50  -1.66  -2.97
H  2.74  -4.76  -3.45
H  1.85  -6.53  -4.93
H  -0.52  -6.44  -5.68
H  -1.99  -4.60  -4.93

Molecular weight (g/mol): 1327.59
Kohn-Sham gap (eV): 6.2
E_HOMO (eV): -9.793
Net charge: +1

Atomic partial charges in e from the Mulliken method, atoms 1 to 4: 3.30, -1.52, 0.23, -0.99

=====

Arrangement b

The following is a quantum chemistry calculation of a molecular structure, C53H47As2FIrN2O3SeTe, from the Open Molecules 2025 dataset.

Atoms and positions in Å:
Ir  0.42  -0.01  -0.03
C  -3.88  -3.34  -5.19
C  -4.60  -2.23  -4.44
C  -5.97  -2.69  -3.99
C  -6.64  -1.65  -3.10
C  -5.78  -1.42  -1.90
C  -6.32  -1.08  -0.68
C  -5.48  -0.85  0.41
F  -6.07  -0.50  1.58
C  -4.13  -0.95  0.33
C  -3.55  -1.28  -0.90
C  -2.10  -1.31  -1.04
O  -1.39  -1.25  0.02
C  -1.61  -1.36  -2.36
C  -2.48  -1.62  -3.39
N  -3.80  -1.79  -3.25
C  -4.38  -1.52  -2.01
C  -0.18  -1.15  -2.79
O  0.12  -1.28  -3.96
O  0.70  -0.89  -1.87
H  -4.55  -3.74  -5.95
H  -3.61  -4.15  -4.51
H  -2.98  -3.00  -5.71
H  -4.71  -1.35  -5.08
H  -5.87  -3.63  -3.44
H  -6.57  -2.89  -4.88
H  -7.63  -1.98  -2.80
H  -6.76  -0.72  -3.66
H  -7.39  -0.96  -0.56
H  -3.49  -0.76  1.19
H  -2.07  -1.70  -4.39
C  1.33  -2.41  2.03
C  0.94  -1.39  3.09
As  -0.14  0.11  2.37
C  0.46  1.56  3.48
C  0.21  1.57  4.85
C  0.72  2.59  5.64
C  1.47  3.60  5.07
C  1.71  3.60  3.70
C  1.21  2.58  2.91
C  -1.85  -0.39  3.10
C  -2.21  -1.74  3.04
C  -3.45  -2.14  3.53
C  -4.33  -1.21  4.06
C  -3.96  0.13  4.13
C  -2.73  0.54  3.65
As  2.23  -1.37  0.65
C  3.03  -2.61  -0.57
C  2.26  -3.64  -1.10
C  2.82  -4.51  -2.02
C  4.14  -4.33  -2.43
C  4.90  -3.29  -1.92
C  4.34  -2.42  -0.99
C  3.67  -0.66  1.72
C  3.91  0.71  1.79
C  4.93  1.19  2.60
C  5.71  0.31  3.33
C  5.48  -1.06  3.25
C  4.46  -1.54  2.45
H  0.46  -2.87  1.55
H  1.95  -3.21  2.43
H  1.83  -0.91  3.51
H  0.40  -1.86  3.92
H  -0.38  0.78  5.31
H  0.52  2.59  6.71
H  1.86  4.40  5.69
H  2.29  4.40  3.25
H  1.38  2.58  1.84
H  -1.54  -2.47  2.61
H  -3.72  -3.19  3.48
H  -5.29  -1.53  4.42
H  -4.64  0.85  4.55
H  -2.43  1.58  3.74
H  1.23  -3.76  -0.80
H  2.23  -5.32  -2.42
H  4.57  -5.01  -3.16
H  5.92  -3.16  -2.24
H  4.94  -1.61  -0.59
H  3.28  1.39  1.24
H  5.12  2.26  2.65
H  6.51  0.69  3.96
H  6.09  -1.74  3.82
H  4.29  -2.61  2.38
Se  -1.21  1.80  -0.90
C  -1.35  3.13  0.48
C  -0.57  4.28  0.51
C  -0.77  5.19  1.54
N  -1.68  5.04  2.50
C  -2.46  3.97  2.43
C  -2.34  3.00  1.44
H  0.17  4.49  -0.25
H  -0.16  6.08  1.60
H  -3.22  3.88  3.19
H  -3.02  2.16  1.41
C  3.79  1.55  -1.38
Te  1.68  1.99  -1.04
C  1.74  1.60  -3.14
C  2.94  2.41  -3.53
C  3.03  3.16  -4.69
C  4.19  3.90  -4.94
C  5.23  3.89  -4.02
C  5.14  3.14  -2.86
C  4.00  2.38  -2.61
H  3.87  0.48  -1.59
H  4.43  1.82  -0.56
H  0.80  1.87  -3.62
H  1.91  0.53  -3.26
H  2.21  3.18  -5.39
H  4.26  4.49  -5.84
H  6.12  4.47  -4.22
H  5.95  3.14  -2.14

Molecular weight (g/mol): 1327.59
Kohn-Sham gap (eV): 7.5
E_HOMO (eV): -10.184
Net charge: +1

Atomic partial charges in e from the Mulliken method, atoms 1 to 4: 2.89, -1.55, 0.28, -0.99

=====

It comes down to arrangement b, which is 44.1 kcal/mol more stable than the next structure.